(1)
Molecular formula: C2Cl4OS
Method: DFT, ωB97M-V with the def2-TZVPD basis set

Geometry (Å):
Cl: -2.4617 2.1157 -0.7046
Cl: 0.7921 -0.4570 1.5791
Cl: 2.4102 0.5116 -0.6779
Cl: 1.3071 -2.1464 -0.7177
S: -1.1545 1.0589 0.4162
O: -0.1674 0.4644 -1.9715
C: -0.0128 0.2065 -0.8355
C: 0.9860 -0.5456 -0.1266

Results
Kohn-Sham gap	9.2	eV
electronic energy	-65045.214	eV
HOMO level	-9.750	eV
E_LUMO	-0.60	eV
relative energy (zero: lowest compared OMol25 entry of this formula, charge and spin)	0.029	eV

Mulliken population analysis, charges in e, atoms 1 to 5: -0.1692, -0.1220, -0.1206, -0.0894, 0.0642

---

(2)
Molecular formula: C2ClF3O2S2
Method: DFT, ωB97M-V with the def2-TZVPD basis set

Geometry (Å):
Cl: 0.8178 1.8823 -1.8404
S: -0.5248 -0.7034 -1.5267
S: -0.0538 0.6495 0.7547
F: -1.9874 -1.1721 0.6961
F: -0.0699 -2.2793 0.5914
F: 2.4709 -0.0214 -0.5256
O: 0.8501 0.8528 1.8710
O: -1.2398 1.3915 0.7455
C: 0.4275 0.5569 -1.0346
C: -0.6907 -1.1569 0.2687

Results
Kohn-Sham gap (spin up / spin down)	8.8 / 8.8	eV
electronic energy	-48509.224	eV
HOMO level (spin up / spin down)	-10.939 / -10.944	eV
E_LUMO (spin up / spin down)	-2.14 / -2.14	eV
relative energy (zero: lowest compared OMol25 entry of this formula, charge and spin)	3.377	eV

Mulliken population analysis, charges in e, atoms 1 to 5: -0.0116, -0.0212, 0.9566, -0.1869, -0.1543

---

(3)
Molecular formula: C2ClI
Method: DFT, ωB97M-V with the def2-TZVPD basis set

Geometry (Å):
I: -1.5262 -0.0748 0.0290
Cl: 1.4405 -1.2689 -0.2001
C: 0.6933 -0.2085 0.8290
C: -0.6076 1.5521 -0.6579

Results
Kohn-Sham gap (spin up / spin down)	6.7 / 6.7	eV
electronic energy	-22687.069	eV
HOMO level (spin up / spin down)	-7.811 / -7.979	eV
E_LUMO (spin up / spin down)	-1.16 / -1.32	eV
relative energy (zero: lowest compared OMol25 entry of this formula, charge and spin)	6.728	eV

Okay, here come the Mulliken numbers, in e, for every atom: 0.3509, -0.0147, -0.1058, -0.2304

---

(4)
Molecular formula: C2ClN5
Method: DFT, ωB97M-V with the def2-TZVPD basis set

Geometry (Å):
Cl: -3.5608 0.0653 0.0388
N: -0.2495 -2.0292 0.1447
N: 1.7190 -0.6269 -0.2213
N: 2.0615 0.4843 0.0382
N: 2.5689 1.4659 0.2006
N: -1.0739 1.2236 -0.1255
C: 0.6506 -1.3361 -0.0198
C: -2.1158 0.7531 -0.0558

Results
Kohn-Sham gap	11.0	eV
electronic energy	-22042.917	eV
HOMO level	-10.487	eV
E_LUMO	0.49	eV
relative energy (zero: lowest compared OMol25 entry of this formula, charge and spin)	0.106	eV

Mulliken population analysis, charges in e, atoms 1 to 5: -0.0711, -0.4026, -0.5628, 0.9319, -0.4198